Density functional theory data (ωB97M-V with the def2-TZVPD basis set) for 13 unconnected molecules or ions with the total composition C8H37BrNO16 in a non-equilibrium geometry.

Calculated values
total energy: -4159.657670 Eh
frontier orbital gap: 7.052 eV
net charge: -1
spin multiplicity: 1

Positions of all 63 atoms, in Å:
C1 0.64 -1.64 -2.35
C2 0.21 -2.46 -1.04
C3 -0.02 -1.57 0.27
Br1 1.39 -0.14 0.51
C4 -1.51 -1.01 0.45
N1 -2.41 -2.23 0.36
C5 -2.00 -0.02 -0.71
O1 -1.32 1.26 -0.75
C6 -2.08 2.31 -0.21
C7 -1.28 3.43 0.63
O2 -3.32 2.49 -0.34
C8 -1.67 -0.45 1.94
O3 -1.30 0.69 2.35
O4 -2.23 -1.31 2.89
H1 0.62 -0.51 -2.25
H2 1.63 -2.05 -2.77
H3 -0.15 -1.90 -3.17
H4 1.08 -3.17 -0.80
H5 -0.68 -3.14 -1.30
H6 0.16 -2.28 1.16
H7 -2.57 -2.37 -0.66
H8 -3.35 -1.93 0.71
H9 -1.76 -0.55 -1.71
H10 -3.14 0.03 -0.66
H11 -0.84 3.03 1.60
H12 -2.02 4.27 0.89
H13 -0.49 3.84 -0.10
O5 3.46 -3.24 -1.34
H14 3.82 -3.86 -1.98
H15 4.20 -3.07 -0.74
O6 4.54 -1.20 0.88
H16 4.27 -1.61 1.71
H17 3.81 -0.59 0.68
O7 -6.65 3.16 -0.85
H18 -5.74 3.01 -0.55
H19 -6.69 2.72 -1.71
O8 -3.38 1.48 -3.24
H20 -2.47 1.37 -3.53
H21 -3.30 1.95 -2.40
O9 -2.09 0.21 5.48
H22 -2.04 -0.35 4.68
H23 -2.56 1.00 5.18
O10 5.52 -4.74 -0.28
H24 5.88 -5.36 -0.93
H25 6.26 -4.56 0.32
O11 -4.76 0.74 3.58
H26 -3.90 0.30 3.62
H27 -4.90 0.92 2.65
O12 6.40 -3.11 2.37
H28 5.51 -3.49 2.29
H29 6.32 -2.25 1.93
O13 6.20 -2.72 -2.50
H30 5.93 -3.13 -1.67
H31 5.47 -2.13 -2.72
O14 1.13 5.67 -0.43
H32 2.04 5.54 -0.74
H33 1.24 6.13 0.41
O15 -2.18 -1.52 -3.81
H34 -2.13 -2.08 -4.60
H35 -2.65 -0.74 -4.10
O16 0.86 7.62 2.29
H36 0.58 7.19 3.11
H37 0.13 8.22 2.09

=====

Density functional theory data (ωB97M-V with the def2-TZVPD basis set) for 10 unconnected molecules or ions with the total composition C8H38N2O10 in a non-equilibrium geometry.

Calculated values
total energy: -1189.495935 Eh
frontier orbital gap: 8.632 eV
net charge: 0
energy above the lowest of the compared OMol25 structures with the same formula, charge and spin: 0.0 kJ/mol
spin multiplicity: 1

Positions of all 58 atoms, in Å:
O1 -0.88 1.45 -2.67
H1 -0.77 0.63 -2.17
H2 0.02 1.74 -2.89
O2 0.97 3.39 0.15
H3 0.07 3.16 0.50
H4 1.24 4.17 0.65
O3 1.79 2.26 -2.51
H5 1.61 2.66 -1.65
H6 2.55 2.73 -2.86
O4 0.29 -3.55 0.40
H7 0.75 -2.73 0.17
H8 0.83 -3.94 1.09
O5 -1.74 3.20 0.69
H9 -2.10 2.29 0.67
H10 -2.02 3.59 -0.15
O6 2.36 -1.31 0.34
H11 2.65 -0.41 0.61
H12 3.16 -1.79 0.13
O7 -0.03 -0.03 -0.13
H13 0.49 0.78 -0.21
H14 0.64 -0.74 -0.10
O8 -2.53 0.58 0.78
H15 -1.64 0.18 0.66
H16 -2.95 0.08 1.49
C1 -3.20 -2.73 -0.68
C2 -2.67 -1.86 -1.84
C3 -2.95 -2.52 -3.17
O9 -2.35 -3.80 -3.27
C4 -2.49 -4.44 -4.52
N1 -3.28 -0.55 -1.82
H17 -4.29 -2.78 -0.77
H18 -2.91 -2.34 0.30
H19 -2.88 -3.77 -0.74
H20 -1.58 -1.85 -1.71
H21 -2.73 -1.87 -4.03
H22 -4.03 -2.70 -3.27
H23 -3.36 -4.05 -5.06
H24 -2.62 -5.51 -4.37
H25 -1.62 -4.23 -5.14
H26 -2.92 0.05 -1.07
H27 -4.27 -0.64 -1.59
C5 3.87 3.00 2.52
C6 3.37 1.59 2.19
C7 2.14 1.16 2.96
O10 2.38 1.29 4.35
C8 1.36 0.59 5.06
N2 3.09 1.49 0.75
H28 3.07 3.72 2.32
H29 4.72 3.27 1.87
H30 4.28 3.11 3.52
H31 4.17 0.88 2.38
H32 1.95 0.12 2.68
H33 1.28 1.78 2.66
H34 0.37 1.03 4.95
H35 1.66 0.67 6.10
H36 1.32 -0.47 4.77
H37 2.47 2.27 0.47
H38 3.94 1.67 0.21

=====

Density functional theory data (ωB97M-V with the def2-TZVPD basis set) for a molecular structure, C8H3BiN2O4Se4.

Calculated values
total energy: -10537.673644 Eh
frontier orbital gap: 6.151 eV
net charge: -2
energy above the lowest of the compared OMol25 structures with the same formula, charge and spin: 0.0 kJ/mol
spin multiplicity: 1

Positions of all 22 atoms, in Å:
Bi1 0.56 -0.07 0.00
O1 -2.15 -3.72 -0.58
C1 -1.58 -2.67 -0.29
O2 -0.53 -2.20 -0.79
C2 -2.20 -1.84 0.85
C3 -3.38 -2.23 1.48
C4 -3.87 -1.46 2.52
C5 -3.16 -0.33 2.91
C6 -1.99 -0.01 2.23
N1 -1.56 -0.75 1.22
C7 -1.13 1.21 2.61
O3 -1.49 1.85 3.60
O4 -0.12 1.41 1.90
H1 -3.86 -3.14 1.15
H2 -4.79 -1.73 3.03
H3 -3.46 0.30 3.74
Se1 1.48 -0.89 -2.52
Se2 2.63 1.00 -3.32
Se3 3.75 1.77 -1.42
Se4 1.99 2.33 0.04
N2 -1.72 1.64 -1.74
C8 -0.95 1.06 -1.13

=====

Density functional theory data (ωB97M-V with the def2-TZVPD basis set) for 14 unconnected molecules or ions with the total composition C8H40O13 in a non-equilibrium geometry.

Calculated values
total energy: -1306.756001 Eh
frontier orbital gap: 10.019 eV
net charge: 0
energy above the lowest of the compared OMol25 structures with the same formula, charge and spin: 358.0 kJ/mol
spin multiplicity: 1

Positions of all 61 atoms, in Å:
C1 -1.96 1.27 -2.04
C2 -0.58 1.06 -2.48
C3 0.29 0.16 -1.64
C4 0.66 0.59 -0.25
C5 0.98 1.79 0.18
C6 2.19 -2.14 1.97
C7 1.89 -1.13 0.94
C8 0.73 -0.58 0.71
H1 -2.06 1.68 -1.00
H2 -2.39 0.33 -2.01
H3 -2.62 1.91 -2.64
H4 -0.21 2.13 -2.45
H5 -0.47 0.74 -3.46
H6 1.20 0.21 -2.30
H7 -0.30 -0.86 -1.56
H8 1.54 1.80 1.11
H9 1.01 2.66 -0.43
H10 2.30 -1.56 2.98
H11 3.07 -2.68 1.80
H12 1.44 -2.94 2.17
H13 2.79 -0.88 0.36
H14 -0.19 -0.85 1.20
H15 3.83 1.88 1.59
H16 3.63 1.84 0.01
O1 4.18 1.60 0.80
H17 2.50 -1.32 -2.74
H18 3.14 -1.04 -1.32
O2 3.21 -0.93 -2.27
H19 -2.61 -1.43 0.14
H20 -1.55 -0.93 -0.80
O3 -2.06 -1.58 -0.72
H21 3.86 2.22 -2.19
H22 2.35 1.94 -1.76
O4 3.16 2.36 -1.52
H23 0.02 0.15 3.95
H24 -0.14 -1.03 4.82
O5 -0.35 -0.70 3.95
H25 -2.58 3.44 0.49
H26 -3.65 2.36 0.58
O6 -2.72 2.57 0.94
H27 -0.93 4.12 -0.93
H28 -0.38 4.42 0.54
O7 -1.15 4.48 -0.07
H29 -0.31 -3.60 -0.39
H30 -0.19 -4.63 -1.32
O8 0.08 -3.77 -1.33
H31 -2.91 0.86 3.68
H32 -2.07 -0.52 3.64
O9 -2.95 -0.14 3.61
H33 -0.26 1.21 2.38
H34 -1.58 1.57 1.76
O10 -1.08 1.64 2.61
H35 -4.17 -0.34 2.24
H36 -4.99 -0.78 1.06
O11 -4.14 -0.56 1.28
H37 1.83 -3.98 -1.30
H38 3.23 -3.56 -1.78
O12 2.73 -4.21 -1.41
H39 -2.04 -1.85 -3.50
H40 -1.01 -2.21 -2.49
O13 -1.23 -2.29 -3.41